Computed, not measured: a structure of composition C6H12AsF7O6RbTl, with the ωB97M-V functional and the def2-TZVPD basis.

Results
E   -103886.842 eV
Frontier orbital gap   1.680 eV

```
! RIJCOSX wB97M-V def2-TZVPD def2/J DEFGRID3
* xyz 2 1
Rb 4.527 5.146 -1.998
Tl -1.753 2.703 2.915
As 4.240 0.680 6.251
F 2.876 1.400 5.313
F 5.138 2.227 6.341
F 5.624 -0.094 7.163
F 3.443 -0.914 6.179
F 5.180 0.265 4.814
F 3.410 1.093 7.832
F 1.755 3.243 0.642
C -1.013 2.515 -3.755
O -2.147 1.719 -4.069
C -3.012 1.451 -3.099
O -2.946 1.923 -1.961
O -3.840 0.589 -3.682
C -5.066 0.234 -2.985
H -0.568 2.591 -4.747
H -0.355 1.907 -3.135
H -1.276 3.513 -3.402
H -4.770 -0.303 -2.084
H -5.662 -0.396 -3.645
H -5.483 1.211 -2.740
C -1.813 -3.980 -0.937
O -0.402 -3.867 -0.925
C 0.144 -2.685 -0.367
O -0.484 -1.753 0.156
O 1.414 -2.636 -0.594
C 2.242 -1.596 -0.244
H -2.294 -3.321 -1.659
H -2.307 -3.775 0.013
H -2.146 -5.013 -1.038
H 3.282 -1.896 -0.366
H 1.989 -1.375 0.793
H 2.072 -0.810 -0.979
*
```

=====

Computed, not measured: the ion C6H12BIN3O4 with charge +1, with the ωB97M-V functional and the def2-TZVPD basis.

Results
E   -27844.917 eV
SMILES string   O=C(I)CN/C(NC[C@@H]1CO1)=[NH+]\B(O)O
Frontier orbital gap   8.498 eV

```
! RIJCOSX wB97M-V def2-TZVPD def2/J DEFGRID3
* xyz 1 1
O 3.010 2.782 -0.072
C 2.771 1.572 0.198
I 4.336 0.059 0.137
C 1.226 1.197 0.556
N 0.461 1.349 -0.730
C -0.626 0.390 -0.867
N -0.531 -0.854 -1.634
C 0.777 -1.540 -1.461
C 0.588 -2.762 -0.258
C -0.384 -2.300 1.038
O 1.214 -2.455 1.082
N -1.849 0.630 -0.322
B -2.220 1.862 0.457
O -3.252 1.708 1.479
O -1.671 3.172 0.288
H 0.849 1.878 1.408
H 1.159 0.093 0.900
H 1.105 1.166 -1.516
H -1.320 -1.486 -1.391
H 1.134 -2.110 -2.402
H 1.639 -0.885 -1.112
H 0.509 -3.901 -0.628
H -0.425 -1.204 1.339
H -0.546 -3.152 1.798
H -2.616 -0.052 -0.490
H -4.097 1.409 1.062
H -1.241 3.435 1.143
*
```

=====

Computed, not measured: an isolated molecule of C6H12BN, with the ωB97M-V functional and the def2-TZVPD basis.

Results
E   -8581.611 eV
SMILES string   C=CB1CCCCN1
Frontier orbital gap   9.790 eV

```
! RIJCOSX wB97M-V def2-TZVPD def2/J DEFGRID3
* xyz 0 1
C 3.053 -0.213 -0.548
C 2.628 0.468 0.438
B 0.641 0.511 0.427
C -0.067 -0.624 1.195
C -1.358 -1.093 0.514
C -2.157 0.022 -0.090
C -1.391 0.896 -1.048
N -0.152 1.184 -0.490
H 4.159 -0.391 -0.581
H 2.570 -0.835 -1.241
H 3.206 1.102 1.182
H 0.615 -1.513 1.293
H -0.395 -0.397 2.205
H -1.207 -1.793 -0.302
H -2.057 -1.505 1.207
H -3.109 -0.331 -0.493
H -2.377 0.728 0.803
H -1.125 0.267 -1.908
H -1.916 1.776 -1.392
H 0.441 1.742 -1.170
*
```

=====

Computed, not measured: a structure of composition C6H12BeN4O14, with the ωB97M-V functional and the def2-TZVPD basis.

Results
E   -41443.642 eV
Frontier orbital gap   6.182 eV

```
! RIJCOSX wB97M-V def2-TZVPD def2/J DEFGRID3
* xyz -2 1
Be 8.007 -20.428 7.661
O 10.530 -19.357 3.927
C 10.081 -19.518 5.184
O 10.724 -19.182 6.177
O 8.936 -19.810 5.307
H 11.389 -18.931 3.889
O 4.472 -20.173 5.087
C 5.427 -20.335 6.006
O 5.891 -19.292 6.642
O 5.714 -21.456 6.420
H 4.397 -19.220 5.168
O 10.492 -20.014 11.227
C 11.153 -20.240 10.099
O 12.421 -20.307 10.118
O 10.594 -20.171 9.035
H 9.671 -19.594 10.959
O 8.902 -24.741 8.833
C 8.108 -23.883 8.245
O 7.339 -24.261 7.407
O 8.034 -22.745 8.788
H 8.989 -24.072 9.516
C 7.469 -20.081 11.276
O 7.166 -20.106 10.088
N 7.742 -21.114 12.062
N 7.876 -19.001 11.852
H 8.145 -20.893 12.962
H 7.868 -22.054 11.717
H 8.071 -18.938 12.841
H 8.141 -18.206 11.289
C 8.352 -16.853 7.553
O 8.230 -17.982 8.024
N 7.427 -16.205 6.918
N 9.433 -16.140 7.701
H 6.624 -16.747 6.632
H 7.617 -15.293 6.529
H 9.958 -16.789 8.270
H 9.610 -15.337 7.115
*
```

=====

Computed, not measured: a cluster of 3 separate species, C6H12Br6 in total, with the ωB97M-V functional and the def2-TZVPD basis.

Results
E   -426661.063 eV
Frontier orbital gap (alpha / beta)   9.247 / 3.021 eV

```
! RIJCOSX wB97M-V def2-TZVPD def2/J DEFGRID3
* xyz 1 2
Br -2.738 -1.125 -2.158
C -1.245 -2.273 -3.027
C -0.099 -2.385 -2.066
Br 1.402 -3.360 -2.989
H -0.939 -1.695 -3.900
H -1.612 -3.247 -3.350
H -0.503 -2.838 -1.160
H 0.288 -1.380 -1.896
Br -0.617 1.499 1.447
C -2.110 2.801 1.277
C -2.360 3.437 2.592
Br -3.398 5.166 2.224
H -3.027 2.346 0.903
H -1.901 3.521 0.486
H -1.377 3.688 2.991
H -2.951 2.904 3.336
Br 0.942 -1.930 0.845
C 2.323 -0.580 1.041
C 3.528 -0.893 0.222
Br 4.512 -2.515 0.799
H 2.516 -0.365 2.092
H 1.903 0.394 0.790
H 4.271 -0.099 0.300
H 3.189 -1.071 -0.799
*
```

=====

Computed, not measured: the ion C6H12BrN4O3S with charge -1, with the ωB97M-V functional and the def2-TZVPD basis.

Results
E   -99395.602 eV
Frontier orbital gap   7.057 eV

```
! RIJCOSX wB97M-V def2-TZVPD def2/J DEFGRID3
* xyz -1 1
C -0.581 0.545 1.282
C 1.249 -0.994 0.816
C -0.056 0.326 -1.958
C -0.507 1.529 -1.023
C 1.176 -0.531 -1.538
C -1.334 1.205 0.274
N 0.726 -1.969 1.792
N 2.612 -0.868 0.989
N -2.009 2.506 0.728
N 0.931 -1.525 -0.489
O -1.052 0.059 2.261
O -3.359 2.180 0.746
O 0.786 0.352 0.938
S -3.098 0.452 0.212
Br -2.521 -1.590 -0.542
H 0.339 0.815 -2.921
H -0.847 -0.317 -2.097
H -1.089 2.140 -1.639
H 0.337 2.025 -0.734
H 2.092 0.010 -1.283
H 1.482 -1.133 -2.457
H 0.641 -1.514 2.632
H -0.137 -2.492 1.686
H 2.850 -0.118 0.408
H 3.228 -1.741 0.766
H -1.768 2.513 1.702
H -0.089 -1.865 -0.551
*
```

=====

Computed, not measured: a cluster of 2 separate species, C6H12BrNO2 in total, with the ωB97M-V functional and the def2-TZVPD basis.

Results
E   -82039.919 eV
Frontier orbital gap (alpha / beta)   8.608 / 7.902 eV

```
! RIJCOSX wB97M-V def2-TZVPD def2/J DEFGRID3
* xyz 0 1
C -2.607 0.296 -0.022
C 3.663 0.486 -0.416
C -1.315 -0.456 -0.096
C 2.336 0.859 0.237
C -0.142 0.409 0.373
C 1.187 -0.034 -0.229
N -3.709 -0.420 0.333
O -2.750 1.494 -0.124
O -3.563 -2.441 -0.049
Br -5.377 0.020 -0.021
H 3.944 -0.530 -0.152
H 4.448 1.160 -0.086
H 3.590 0.553 -1.498
H -1.191 -0.718 -1.151
H -1.393 -1.389 0.457
H 2.093 1.897 -0.002
H 2.439 0.783 1.322
H -0.340 1.444 0.087
H -0.080 0.376 1.462
H 1.123 0.011 -1.319
H 1.391 -1.071 0.047
H -3.747 -2.730 0.847
*
```

=====

Computed, not measured: a cluster of 6 separate species, C6H12Cl12 in total, with the ωB97M-V functional and the def2-TZVPD basis.

Results
E   -156685.712 eV
SMILES string   ClCCl.ClCCl.ClCCl.ClCCl.ClCCl.ClCCl
Frontier orbital gap   11.244 eV

```
! RIJCOSX wB97M-V def2-TZVPD def2/J DEFGRID3
* xyz 0 1
Cl -1.565 -1.618 3.074
C -2.054 -2.761 4.320
Cl -2.542 -1.965 5.793
H -2.881 -3.330 3.921
H -1.204 -3.401 4.506
Cl 2.459 -2.917 0.202
C 3.527 -3.928 -0.683
Cl 3.732 -5.493 0.092
H 3.110 -4.086 -1.665
H 4.491 -3.442 -0.719
Cl 2.120 0.076 2.229
C 0.764 -0.028 1.088
Cl 0.973 1.029 -0.268
H 0.638 -1.050 0.762
H -0.128 0.285 1.620
Cl -2.733 3.513 -2.696
C -1.140 2.878 -2.218
Cl -0.302 2.069 -3.548
H -0.525 3.701 -1.895
H -1.287 2.151 -1.438
Cl 2.573 -1.573 -3.102
C 1.198 -0.556 -3.560
Cl -0.256 -1.506 -3.867
H 0.985 0.116 -2.742
H 1.452 -0.029 -4.466
Cl -1.380 5.605 0.337
C -2.430 4.404 1.094
Cl -1.595 2.860 1.326
H -2.728 4.764 2.064
H -3.272 4.233 0.441
*
```

=====

Computed, not measured: a structure of composition C6H12Cl12F12O4P3V2, with the ωB97M-V functional and the def2-TZVPD basis.

Results
E   -276738.917 eV
Frontier orbital gap (alpha / beta)   8.890 / 6.427 eV

```
! RIJCOSX wB97M-V def2-TZVPD def2/J DEFGRID3
* xyz 0 8
V 0.852 -0.248 -1.553
V 0.624 -0.739 2.080
P -0.724 0.070 0.261
O -1.136 0.397 -1.162
O 0.164 -1.149 0.152
O -1.317 -0.163 1.638
O 0.688 0.569 0.480
P 3.659 -0.829 -2.206
F 3.031 0.510 -1.463
F 2.617 -1.717 -1.296
F 2.414 -0.730 -3.180
F 4.223 -2.216 -2.893
F 4.639 0.017 -3.184
F 4.902 -0.909 -1.127
P 3.566 -1.260 2.618
F 4.140 -2.734 2.263
F 4.304 -1.315 4.062
F 4.915 -0.673 1.954
F 2.932 0.186 2.907
F 2.716 -1.380 1.226
F 2.163 -1.881 3.217
C -3.306 -2.528 1.502
Cl -2.830 -4.011 0.676
Cl -4.892 -2.687 2.202
H -2.571 -2.221 2.247
H -3.327 -1.727 0.764
C 2.610 3.088 0.895
Cl 2.491 4.679 1.656
Cl 4.300 2.552 0.622
H 2.113 2.356 1.531
H 2.031 3.174 -0.024
C -0.940 -3.380 -2.056
Cl -0.427 -1.960 -3.030
Cl 0.256 -4.663 -2.172
H -1.135 -3.085 -1.025
H -1.886 -3.790 -2.411
C -4.237 1.455 -1.797
Cl -4.461 3.195 -1.740
Cl -4.910 0.582 -0.392
H -4.702 1.043 -2.692
H -3.175 1.239 -1.920
C -3.588 1.331 3.022
Cl -4.230 0.339 4.380
Cl -4.675 2.748 2.797
H -2.557 1.622 3.219
H -3.569 0.743 2.104
C -0.483 3.189 -2.647
Cl 0.035 4.919 -2.314
Cl 0.886 2.065 -2.895
H -1.035 2.800 -1.792
H -1.158 3.128 -3.502
*
```

=====

Computed, not measured: an isolated molecule of C6H12Cl2N2, with the ωB97M-V functional and the def2-TZVPD basis.

Results
E   -34438.974 eV
Frontier orbital gap   9.269 eV

```
! RIJCOSX wB97M-V def2-TZVPD def2/J DEFGRID3
* xyz 0 1
C -0.936 -1.782 -1.076
C 0.246 -1.544 -0.097
C -2.284 0.207 -0.728
C 1.000 0.816 -0.562
C 0.827 2.274 -0.288
C 0.691 0.150 1.669
N -2.125 -1.060 -0.526
N 0.365 -0.128 0.325
Cl -3.446 0.879 0.328
Cl 2.878 0.545 -0.386
H -0.669 -1.417 -2.103
H -1.082 -2.863 -1.169
H 0.110 -2.095 0.844
H 1.270 -1.769 -0.494
H 0.747 0.747 -1.557
H -0.170 2.372 -0.359
H 1.309 2.860 -1.064
H 1.301 2.481 0.687
H -0.233 -0.014 2.305
H 1.518 -0.408 2.109
H 0.972 1.119 1.685
H -2.286 -1.369 0.455
*
```

=====

Computed, not measured: a cluster of 3 separate species, C6H12Cl6 in total, with the ωB97M-V functional and the def2-TZVPD basis.

Results
E   -81550.596 eV
Frontier orbital gap (alpha / beta)   1.871 / 9.766 eV

```
! RIJCOSX wB97M-V def2-TZVPD def2/J DEFGRID3
* xyz -1 2
Cl 21.215 28.542 -12.168
C 21.664 27.018 -11.354
C 22.338 26.000 -12.333
Cl 21.276 25.663 -13.728
H 20.759 26.575 -10.937
H 22.205 27.235 -10.433
H 22.697 25.091 -11.851
H 23.221 26.456 -12.782
Cl 25.657 28.742 -11.631
C 24.455 29.789 -12.369
C 24.979 30.571 -13.570
Cl 23.644 31.543 -14.176
H 24.060 30.504 -11.648
H 23.629 29.141 -12.660
H 25.349 30.031 -14.442
H 25.798 31.183 -13.192
Cl 25.722 25.205 -10.069
C 25.208 26.287 -8.698
C 24.260 25.642 -7.669
Cl 22.778 25.052 -8.515
H 24.701 27.202 -9.006
H 26.116 26.580 -8.171
H 23.899 26.235 -6.829
H 24.770 24.821 -7.164
*
```

=====

Computed, not measured: a structure of composition C6H12Cl6, with the ωB97M-V functional and the def2-TZVPD basis.

Results
E   -81548.347 eV
Frontier orbital gap   10.609 eV

```
! RIJCOSX wB97M-V def2-TZVPD def2/J DEFGRID3
* xyz 0 1
Cl 2.592 -2.892 0.468
C 0.855 -3.399 0.350
C 0.652 -3.922 -1.092
Cl -1.003 -4.537 -1.338
H 0.272 -2.485 0.465
H 0.581 -4.128 1.113
H 1.393 -4.688 -1.320
H 0.861 -3.269 -1.939
Cl -0.799 5.256 1.584
C -0.004 3.808 2.167
C -0.361 2.647 1.260
Cl -2.050 2.196 1.487
H -0.302 3.565 3.187
H 1.063 4.016 2.088
H 0.274 1.775 1.417
H -0.204 2.897 0.211
Cl -0.758 2.492 -1.395
C -0.739 0.830 -1.868
C -0.258 -0.052 -0.650
Cl -0.051 -1.721 -1.284
H -0.012 0.801 -2.680
H -1.731 0.465 -2.134
H -0.978 0.070 0.160
H 0.706 0.274 -0.258
*
```

=====

Computed, not measured: a cluster of 2 separate species, C6H12ClFNO6S in total, with the ωB97M-V functional and the def2-TZVPD basis.

Results
E   -46256.156 eV
Frontier orbital gap   7.898 eV

```
! RIJCOSX wB97M-V def2-TZVPD def2/J DEFGRID3
* xyz 1 1
O -0.370 0.228 3.917
C 0.473 -0.468 3.469
C 1.494 0.099 2.486
N 2.124 -1.008 1.670
Cl 2.118 -0.658 -0.030
S 3.826 -1.471 2.149
O 3.814 -2.869 2.026
O 4.659 -0.583 1.453
F 3.701 -1.059 3.613
H 0.577 -1.538 3.743
H 1.036 0.836 1.827
H 2.256 0.604 3.079
H 1.571 -1.870 1.766
C -2.289 0.685 -4.403
C -0.978 0.453 -3.689
O -0.920 1.164 -2.434
C -1.566 0.597 -1.424
O -2.144 -0.458 -1.436
O -1.445 1.395 -0.352
C -2.154 0.939 0.801
H -2.473 1.753 -4.522
H -2.267 0.220 -5.388
H -3.121 0.263 -3.841
H -0.149 0.846 -4.274
H -0.796 -0.608 -3.519
H -1.895 -0.095 1.031
H -3.229 1.022 0.658
H -1.853 1.582 1.624
*
```

=====

Computed, not measured: a structure of composition C6H12ClIrN2, with the ωB97M-V functional and the def2-TZVPD basis.

Results
E   -24743.487 eV
Frontier orbital gap (alpha / beta)   5.595 / 5.467 eV

```
! RIJCOSX wB97M-V def2-TZVPD def2/J DEFGRID3
* xyz 1 6
C 3.009 -0.327 2.713
Ir 0.480 0.191 1.019
N 0.980 1.797 -0.083
H -0.326 0.004 2.443
H 3.608 -1.077 2.241
H 2.613 -0.621 3.714
H 2.102 -0.040 1.954
H 3.510 0.625 2.893
H 0.234 2.481 -0.255
H 1.338 1.449 -0.980
H 1.760 2.318 0.321
Cl -0.800 -2.182 -3.819
C -1.291 -1.269 -2.461
C -2.592 -0.818 -2.196
C -2.986 -0.109 -1.047
C -1.990 0.153 -0.131
N -0.719 -0.266 -0.395
C -0.327 -0.995 -1.497
H -3.316 -1.073 -2.924
H -3.988 0.269 -0.814
H -2.042 0.726 0.808
H 0.742 -1.237 -1.507
*
```

=====

Computed, not measured: an isolated molecule of C6H12ClN, with the ωB97M-V functional and the def2-TZVPD basis.

Results
E   -20426.460 eV
SMILES string   CC1(C)N(Cl)C1(C)C
Frontier orbital gap   9.865 eV

```
! RIJCOSX wB97M-V def2-TZVPD def2/J DEFGRID3
* xyz 0 1
C 0.367 -1.506 1.071
C -0.402 -0.691 0.093
C -0.672 -1.361 -1.128
N -1.463 0.034 0.940
Cl -3.012 -0.083 0.280
C -0.272 0.776 0.179
C 0.722 1.396 1.121
C -0.580 1.706 -0.977
H -0.125 -2.442 1.278
H 0.483 -0.993 1.995
H 1.406 -1.736 0.725
H 0.121 -2.085 -1.321
H -0.764 -0.650 -2.045
H -1.456 -2.062 -0.969
H 0.492 1.104 2.180
H 0.564 2.495 1.130
H 1.731 1.205 0.982
H 0.201 1.365 -1.736
H -0.443 2.863 -0.787
H -1.680 1.598 -1.345
*
```

=====

Computed, not measured: a cluster of 2 separate species, C6H12ClNO in total, with the ωB97M-V functional and the def2-TZVPD basis.

Results
E   -22474.656 eV
SMILES string   C=C/C(C)=C(/O)NC.Cl
Frontier orbital gap   8.329 eV

```
! RIJCOSX wB97M-V def2-TZVPD def2/J DEFGRID3
* xyz 0 1
C 1.295 2.308 0.531
C 0.624 1.197 0.702
C 0.727 0.029 -0.236
C 1.659 0.220 -1.414
C 0.010 -1.088 -0.048
O 0.246 -2.240 -0.832
N -0.934 -1.274 0.935
C -2.044 -2.141 0.700
H 2.090 2.423 -0.089
H 1.286 3.134 1.330
H -0.232 1.166 1.424
H 1.336 0.992 -2.118
H 1.890 -0.646 -1.964
H 2.612 0.541 -1.032
H 0.794 -2.854 -0.327
H -0.942 -0.419 1.581
H -2.708 -2.446 1.521
H -2.700 -1.910 -0.077
H -1.678 -3.179 0.460
Cl -2.214 3.374 -0.770
H -1.115 2.812 -0.276
*
```

=====

Computed, not measured: a structure of composition C6H12F18K4O6P3, with the ωB97M-V functional and the def2-TZVPD basis.

Results
E   -160803.190 eV
Frontier orbital gap (alpha / beta)   2.353 / 8.731 eV

```
! RIJCOSX wB97M-V def2-TZVPD def2/J DEFGRID3
* xyz 0 2
K 3.226 -0.529 -1.605
K 3.061 0.329 3.695
K -0.504 3.733 -0.186
K -0.304 -1.720 4.332
P 5.613 -1.406 1.720
F 5.694 -2.405 0.371
F 7.083 -0.708 1.444
F 4.825 -0.212 0.887
F 5.527 -0.589 3.158
F 4.120 -2.054 2.129
F 6.309 -2.580 2.612
P 2.303 -4.421 -1.236
F 2.964 -3.612 -2.464
F 1.020 -3.352 -1.302
F 1.471 -5.394 -2.239
F 1.770 -5.084 0.150
F 3.591 -5.361 -1.293
F 3.123 -3.382 -0.256
P 0.498 -0.055 0.874
F 0.588 -1.024 -0.434
F 1.625 -0.888 1.693
F 1.736 0.809 0.327
F 0.388 1.042 2.053
F -0.524 0.871 -0.018
F -0.676 -0.926 1.536
C -4.792 5.322 1.192
O -4.837 4.132 1.913
C -3.849 3.291 1.720
O -2.877 3.410 1.020
O -3.972 2.365 2.613
C -3.025 1.304 2.714
H -4.722 5.336 0.105
H -3.961 5.980 1.446
H -5.608 6.038 1.294
H -3.249 0.476 2.041
H -2.934 0.895 3.720
H -1.987 1.605 2.576
C 0.204 -1.331 -4.131
O -0.462 -0.154 -3.726
C -1.564 -0.258 -3.048
O -2.174 -1.265 -2.816
O -1.878 1.015 -2.600
C -3.239 1.372 -2.349
H -0.261 -1.791 -5.003
H 0.128 -2.062 -3.327
H 1.248 -1.231 -4.429
H -3.379 2.352 -2.806
H -3.398 1.454 -1.273
H -3.937 0.664 -2.795
*
```